Below is a 9-piece molecular cluster, C32H63BBr16I2N7O9P2S overall at a distorted geometry, with properties calculated with ωB97M-V/def2-TZVPD.

- HOMO-LUMO gap: 7.35 eV
- Net charge: +1
- 2S+1: 1
- Calculated total energy: -45202.8999 Eh
- Maximum force: 2.35 eV/Å

XYZ file:
```
133
C32H63BBr16I2N7O9P2S (ωB97M-V/def2-TZVPD)
C -3.621 2.790 -6.129
C -2.936 2.366 -4.818
I -4.297 1.570 -3.381
C -1.615 2.472 -4.621
I -0.512 3.283 -6.287
N -1.031 2.030 -3.406
C -0.313 2.903 -2.646
N 0.444 3.865 -3.048
P 1.383 4.959 -2.018
P 3.320 4.818 -3.030
O 3.015 5.165 -4.439
O 4.345 5.911 -2.447
O 3.948 3.314 -3.030
N -0.332 2.697 -1.218
C -1.718 2.949 -0.781
C -2.352 4.246 -1.407
C -3.233 4.962 -0.319
C -4.571 4.270 -0.017
O -5.488 4.942 0.328
O -4.744 2.898 -0.106
C 0.177 1.335 -0.925
C -0.021 0.872 0.536
C 0.102 1.935 1.666
O 0.638 1.288 2.823
O 1.485 1.259 -1.482
B 2.584 1.412 -0.655
O 3.341 0.274 -0.425
O 2.986 2.583 0.000
C -0.599 0.248 -1.790
C 0.175 -1.126 -1.664
C -0.715 -2.346 -1.315
N 0.081 -3.565 -1.490
N -1.869 -2.471 -2.203
N -1.120 -2.306 0.104
C -0.517 0.629 -3.299
N -1.200 -0.314 -4.185
C -0.560 -0.589 -5.173
S 0.149 -0.589 -6.580
H -3.154 2.312 -7.003
H -4.661 2.425 -6.120
H -3.650 3.886 -6.202
H 0.531 4.030 -4.059
H 1.486 4.458 -0.703
H 4.792 6.255 -3.242
H 3.610 2.900 -3.843
H -2.436 2.139 -1.010
H -1.803 3.105 0.307
H -1.583 4.998 -1.658
H -2.985 4.013 -2.275
H -3.446 6.000 -0.610
H -2.667 5.030 0.630
H -4.248 2.513 0.635
H -1.068 0.516 0.590
H 0.564 -0.020 0.811
H -0.908 2.257 1.970
H 0.663 2.845 1.389
H 1.473 1.694 3.081
H 4.261 0.572 -0.372
H 2.820 2.504 0.947
H -1.647 0.159 -1.474
H 0.965 -1.090 -0.903
H 0.684 -1.345 -2.619
H 0.682 -3.481 -2.299
H 0.618 -3.743 -0.649
H -2.629 -1.867 -1.918
H -2.148 -3.446 -2.198
H -1.402 -3.261 0.330
H -1.968 -1.752 0.194
H 0.551 0.651 -3.594
Br 5.621 2.290 -5.976
C 6.868 1.234 -4.914
C 6.269 -0.092 -4.525
Br 4.986 0.110 -3.072
H 7.149 1.842 -4.059
H 7.736 1.088 -5.554
H 7.035 -0.761 -4.139
H 5.745 -0.578 -5.343
Br -3.994 -5.593 -3.772
C -5.390 -4.554 -4.646
C -4.934 -3.144 -4.903
Br -4.970 -2.089 -3.268
H -6.270 -4.609 -4.012
H -5.589 -5.071 -5.583
H -5.614 -2.637 -5.586
H -3.923 -3.087 -5.295
Br 1.204 2.410 7.004
C 2.601 1.072 6.796
C 3.845 1.639 6.169
Br 3.595 1.902 4.259
H 2.165 0.265 6.216
H 2.812 0.717 7.803
H 4.670 0.935 6.264
H 4.146 2.599 6.579
Br -4.794 -6.179 0.149
C -5.785 -7.851 0.228
C -6.617 -8.051 -1.011
Br -8.218 -6.943 -0.982
H -6.374 -7.828 1.140
H -5.028 -8.629 0.309
H -6.980 -9.075 -1.066
H -6.082 -7.808 -1.924
Br -3.433 1.969 3.183
C -2.841 3.047 4.701
C -1.985 2.239 5.639
Br -3.068 1.041 6.725
H -3.735 3.445 5.172
H -2.269 3.866 4.267
H -1.476 2.886 6.353
H -1.250 1.623 5.126
Br 5.238 -0.197 2.264
C 5.769 -1.512 0.926
C 6.796 -2.467 1.472
Br 8.558 -1.645 1.555
H 6.121 -0.960 0.058
H 4.852 -2.040 0.667
H 6.911 -3.324 0.810
H 6.561 -2.815 2.474
Br 4.210 -3.043 4.654
C 4.504 -3.059 6.579
C 3.347 -3.694 7.307
Br 1.819 -2.490 7.423
H 4.689 -2.032 6.880
H 5.410 -3.645 6.725
H 3.616 -3.908 8.340
H 2.994 -4.603 6.831
Br -3.664 -3.304 5.217
C -1.823 -2.861 5.669
C -1.351 -1.644 4.919
Br -0.931 -2.065 3.062
H -1.225 -3.744 5.466
H -1.831 -2.670 6.741
H -0.419 -1.272 5.343
H -2.085 -0.843 4.903
```



Below is a 12-piece molecular cluster, C70H115F12N7O17 overall at a distorted geometry, with properties calculated with ωB97M-V/def2-TZVPD.

- HOMO-LUMO gap: 5.39 eV
- 2S+1: 1
- Calculated total energy: -5596.6188 Eh
- Maximum force: 6.15 eV/Å

XYZ file:
```
221
C70H115F12N7O17 (ωB97M-V/def2-TZVPD)
C 1.383 4.251 4.721
N 0.588 3.751 3.547
C 1.259 3.498 2.424
C 0.639 2.983 1.295
C -0.749 2.829 1.322
C -1.408 3.156 2.493
C -0.717 3.467 3.612
C -1.453 2.305 0.100
C -0.822 1.232 -0.511
C -1.257 0.864 -1.721
N -2.253 1.588 -2.335
C -2.967 2.527 -1.724
C -2.561 2.913 -0.432
C -2.518 1.179 -3.751
H 1.165 3.659 5.607
H 1.129 5.261 4.938
H 2.452 4.176 4.506
H 2.321 3.581 2.510
H 1.251 2.644 0.447
H -2.496 3.064 2.547
H -1.143 3.455 4.593
H -0.019 0.798 0.045
H -0.953 -0.033 -2.290
H -3.709 3.033 -2.214
H -3.101 3.696 -0.005
H -1.891 1.857 -4.388
H -3.545 1.243 -4.080
H -2.070 0.144 -3.779
C 6.929 -1.964 9.440
N 6.223 -2.537 8.256
C 5.217 -1.859 7.542
C 4.895 -2.415 6.292
C 5.366 -3.663 5.807
C 6.196 -4.443 6.628
C 6.634 -3.818 7.817
C 5.044 -4.200 4.486
C 5.061 -5.574 4.393
C 4.672 -6.231 3.270
N 4.467 -5.619 2.082
C 4.614 -4.263 2.097
C 4.851 -3.502 3.310
C 3.966 -6.240 0.864
H 6.473 -2.502 10.227
H 7.011 -0.873 9.412
H 7.935 -2.316 9.250
H 5.104 -0.902 7.852
H 4.082 -1.907 5.874
H 0.923 -4.840 -6.317
H 7.455 -4.087 8.504
H 5.285 -6.176 5.201
H 4.533 -7.343 3.151
H 4.422 -3.717 1.146
H 4.795 -2.504 3.183
H 4.645 -6.954 0.370
H 3.699 -5.431 0.175
H 3.051 -6.894 1.094
C -1.456 -8.691 -5.500
C -2.493 -7.630 -5.691
C -2.752 -6.784 -4.470
C -1.546 -5.934 -4.013
N -1.880 -5.184 -2.678
C -0.665 -4.456 -2.187
C 0.074 -5.521 -1.405
C -1.068 -6.081 -0.540
C -2.233 -6.110 -1.552
C -3.010 -4.247 -3.029
H -1.468 -9.346 -6.381
H -1.697 -9.272 -4.580
H -0.385 -8.360 -5.374
H -3.425 -8.118 -5.957
H -2.238 -6.924 -6.405
H -3.020 -7.402 -3.593
H -3.528 -6.006 -4.689
H -1.444 -5.085 -4.710
H -0.652 -6.562 -3.810
H -0.970 -3.645 -1.583
H -0.107 -3.951 -3.016
H 0.887 -5.093 -0.813
H 0.413 -6.398 -1.999
H -1.275 -5.340 0.239
H -0.748 -7.080 -0.080
H -3.172 -5.828 -1.120
H -2.222 -7.147 -1.957
H -3.901 -4.747 -3.317
H -2.705 -3.643 -3.866
H -3.222 -3.740 -2.033
C -0.258 8.077 -3.002
C -1.578 8.771 -2.561
C -2.615 7.840 -1.802
C -3.215 6.700 -2.669
N -3.764 7.155 -4.046
C -4.439 5.934 -4.671
C -4.578 6.205 -6.118
C -3.231 6.974 -6.379
C -2.694 7.488 -5.045
C -4.828 8.221 -4.083
H 0.259 8.765 -3.681
H -0.416 7.063 -3.329
H 0.511 7.996 -2.256
H -2.096 9.288 -3.417
H -1.312 9.452 -1.767
H -3.374 8.556 -1.440
H -2.173 7.240 -0.975
H -4.118 6.308 -2.155
H -2.488 5.920 -2.905
H -5.357 5.837 -4.032
H -3.724 5.120 -4.499
H -5.524 6.735 -6.317
H -4.717 5.251 -6.667
H -3.328 7.745 -7.166
H -2.464 6.234 -6.743
H -2.517 8.615 -5.106
H -1.773 7.032 -4.698
H -5.234 8.298 -3.075
H -5.629 7.893 -4.678
H -4.532 9.137 -4.516
C -3.115 -5.043 4.864
C -1.852 -4.828 5.610
C -1.365 -3.362 5.630
C -1.129 -2.536 4.375
N 0.113 -2.832 3.680
C 1.297 -2.773 4.669
C 1.500 -1.263 4.924
C 1.003 -0.637 3.552
C 0.501 -1.685 2.706
C 0.078 -4.072 2.913
H -3.317 -6.091 4.757
H -3.000 -4.614 3.857
H -4.041 -4.547 5.248
H -1.068 -5.449 5.146
H -1.872 -5.212 6.627
H -0.496 -3.294 6.317
H -2.149 -2.843 6.247
H -1.238 -1.495 4.588
H -1.880 -2.920 3.683
H 2.204 -3.096 4.113
H 1.147 -3.425 5.556
H 2.523 -0.983 5.177
H 0.863 -0.991 5.782
H 1.810 -0.086 3.059
H 0.214 0.100 3.686
H 1.210 -1.977 1.993
H -0.407 -1.501 2.099
H 1.089 -4.147 2.424
H -0.648 -3.979 2.120
H -0.218 -4.831 3.571
C -7.105 6.346 -1.534
O -7.668 5.118 -0.916
O -5.838 6.293 -1.854
C -8.073 6.714 -2.734
F -7.925 5.795 -3.703
F -9.327 6.845 -2.444
F -7.565 7.862 -3.227
C -8.466 5.406 0.189
C -9.303 4.175 0.526
H -8.686 3.390 0.822
H -10.013 4.408 1.312
H -9.802 3.876 -0.408
H -9.209 6.132 -0.086
H -7.857 5.909 0.970
H -7.204 7.142 -0.737
C 2.209 -3.977 -5.193
O 2.005 -2.710 -5.560
O 1.029 -4.776 -5.400
C 3.397 -4.675 -5.933
F 3.692 -5.960 -5.509
F 3.012 -4.779 -7.289
F 4.540 -3.953 -5.929
C 1.579 -1.744 -4.495
C 0.175 -1.295 -4.604
H 0.207 -0.357 -4.068
H -0.027 -0.989 -5.652
H -0.645 -1.954 -4.333
H 2.238 -0.894 -4.748
H 1.853 -2.053 -3.579
H 2.403 -4.102 -4.090
C 4.739 1.619 5.668
O 4.807 2.956 6.303
O 4.260 0.661 6.476
C 3.886 1.983 4.389
F 2.540 1.974 4.691
F 4.195 3.210 3.886
F 4.172 1.142 3.433
C 5.895 3.003 7.167
C 6.129 4.354 7.912
H 6.223 5.202 7.254
H 5.193 4.471 8.458
H 6.983 4.261 8.593
H 6.743 2.735 6.549
H 5.771 2.261 7.984
H 5.826 1.527 5.338
C 3.321 0.810 -2.043
O 3.170 1.925 -2.905
O 2.460 -0.239 -2.286
C 4.829 0.356 -1.982
F 4.943 -0.840 -2.641
F 5.745 1.241 -2.467
F 5.261 0.245 -0.666
C 3.024 1.558 -4.264
C 4.158 0.996 -5.098
H 4.691 0.222 -4.547
H 3.780 0.592 -6.061
H 4.789 1.875 -5.334
H 2.661 2.452 -4.853
H 2.095 0.901 -4.366
H 3.083 1.281 -1.059
O 2.791 -1.622 -0.085
C 1.901 -2.720 -0.132
O 0.800 -2.653 -0.793
O 2.327 -3.659 0.613
H 2.587 -1.094 -1.003
O -2.765 -1.563 -0.696
C -2.744 -2.538 0.271
O -2.277 -2.142 1.383
O -3.122 -3.647 -0.089
H -2.199 -0.923 -0.305
O 0.360 3.174 -3.345
C -0.617 4.063 -2.848
O -1.524 4.109 -3.661
O -0.443 4.556 -1.713
H 1.184 3.278 -2.873
```



Below is C12H33MnO13S4 as an isolated structure at a distorted geometry, with properties calculated with ωB97M-V/def2-TZVPD.

- HOMO-LUMO gap (alpha / beta): 6.85 / 6.75 eV
- Net charge: +1
- 2S+1: 6
- Calculated total energy: -4198.5687 Eh
- Maximum force: 2.50 eV/Å

XYZ file:
```
63
C12H33MnO13S4 (ωB97M-V/def2-TZVPD)
Mn 0.464 2.943 2.351
O 0.517 1.221 1.553
H 1.067 0.643 1.025
O -3.172 -2.461 0.983
S -3.302 -1.699 2.190
O -4.536 -1.699 2.925
O -2.120 -2.169 3.194
C -2.078 -1.492 4.468
C -1.057 -2.227 5.305
C -2.799 -0.002 1.854
H -3.074 -1.535 4.906
H -1.784 -0.445 4.347
H -0.096 -2.291 4.798
H -1.411 -3.246 5.481
H -0.967 -1.799 6.303
H -3.175 0.231 0.862
H -1.707 -0.019 1.822
H -3.100 0.687 2.636
O 0.529 4.317 -1.858
S -0.386 3.879 -0.855
O -0.002 3.848 0.547
O -1.650 4.842 -0.816
C -2.264 5.170 -2.101
C -3.455 6.061 -1.824
C -1.018 2.262 -1.261
H -2.584 4.238 -2.568
H -1.520 5.692 -2.699
H -4.263 5.521 -1.330
H -3.792 6.552 -2.730
H -3.152 6.808 -1.085
H -0.160 1.596 -1.364
H -1.616 2.256 -2.164
H -1.527 1.896 -0.371
O -1.229 -0.809 -1.598
S -0.425 -1.947 -1.971
O 0.273 -1.940 -3.215
O 0.708 -2.187 -0.830
C 0.277 -2.063 0.545
C 1.525 -2.220 1.391
C -1.402 -3.441 -1.776
H -0.406 -2.895 0.731
H -0.219 -1.114 0.734
H 2.043 -3.162 1.229
H 1.253 -2.223 2.451
H 2.210 -1.381 1.257
H -2.204 -3.196 -1.086
H -0.721 -4.224 -1.459
H -1.800 -3.672 -2.762
O 5.551 -2.111 -3.927
S 5.265 -1.706 -2.589
O 6.289 -1.486 -1.619
O 4.423 -0.323 -2.704
C 4.025 0.257 -1.465
C 2.625 0.827 -1.644
C 4.033 -2.862 -1.905
H 4.728 1.050 -1.204
H 4.032 -0.458 -0.638
H 1.885 0.050 -1.836
H 2.647 1.513 -2.490
H 2.330 1.348 -0.728
H 4.242 -3.788 -2.431
H 3.046 -2.475 -2.146
H 4.188 -2.942 -0.834
```



Below is one molecule with the formula C7H9N3O at a distorted geometry, with properties calculated with ωB97M-V/def2-TZVPD.

- HOMO-LUMO gap: 8.37 eV
- SMILES string: CNc1c(C)oc2cncn12
- 2S+1: 1
- Calculated total energy: -511.5704 Eh
- Maximum force: 3.61 eV/Å

XYZ file:
```
20
C7H9N3O (ωB97M-V/def2-TZVPD)
C -3.182 -0.377 0.174
C -2.182 1.499 -0.052
C -1.872 -0.664 0.070
C 0.333 -1.058 0.015
C 0.165 0.287 -0.261
C 1.308 -2.154 -0.005
C 2.400 1.268 0.040
N -3.326 0.948 0.130
N -1.214 0.540 -0.232
N 1.066 1.304 -0.541
O -0.981 -1.656 0.169
H -3.989 -1.104 0.476
H -1.977 2.556 -0.096
H 2.055 -2.046 0.747
H 1.898 -2.220 -0.939
H 0.834 -3.067 0.068
H 2.979 1.884 -0.646
H 2.355 1.763 0.977
H 2.675 0.200 0.137
H 0.653 2.098 -0.230
```